Entry P
A cluster of 3 separate species, C5H11NO2 in total. Source: the OMol25 dataset; level of theory: the ωB97M-V functional and the def2-TZVPD basis.

Element x y z (Å)
O1 -5.36735 0.53136 -1.18919
O2 -1.34946 -0.36529 3.13581
N1 1.92882 -0.14931 0.74029
C1 1.76767 1.18306 1.05882
C2 1.19035 0.87300 -1.08133
C3 1.36209 1.85951 -0.05159
C4 1.54269 -0.33793 -0.57148
C5 1.47740 -1.67640 -1.22062
H1 1.18206 2.91843 -0.10554
H2 2.02417 1.55255 2.03787
H3 -0.56721 -0.91384 3.06504
H4 -5.07330 0.08019 -1.98790
H5 -6.26688 0.21215 -1.05264
H6 -1.65872 -0.09194 2.26824
H7 0.44204 -2.00676 -1.32211
H8 2.05623 -2.46067 -0.73085
H9 1.90211 -1.65790 -2.22210
H10 2.50660 -0.75221 1.29785
H11 0.90069 1.20200 -2.06859

charge = 0
orbital gap = 8.819 eV
SMILES = Cc1ccc[nH]1.O.O



Entry Q
The molecule C5H11NO2. Source: the OMol25 dataset; level of theory: the ωB97M-V functional and the def2-TZVPD basis.

Element x y z (Å)
O1 0.04670 -1.88735 -0.28739
O2 1.40181 -1.43741 -0.40682
N1 -0.57196 0.11981 0.54835
C1 -0.79299 -0.83669 -0.27669
C2 -2.02554 -1.08113 -1.08857
C3 2.37292 0.86119 -0.12139
C4 1.91022 -0.31731 0.69591
C5 -1.56483 1.15491 0.74112
H1 -2.24583 -0.20138 -1.69878
H2 2.74888 -0.93904 1.00729
H3 3.15100 1.40979 0.41997
H4 -2.53128 0.74742 1.05473
H5 -1.22026 1.82523 1.53443
H6 -2.87716 -1.27566 -0.43295
H7 1.44985 -0.03423 1.64299
H8 2.79399 0.54010 -1.07667
H9 1.55187 1.54627 -0.34890
H10 -1.71943 1.74975 -0.16607
H11 -1.87794 -1.94429 -1.74057

charge = 0
orbital gap = 10.172 eV
SMILES = CCOO/C(C)=N/C



Entry R
A cluster of 2 separate species, C5H11NO2 in total. Source: the OMol25 dataset; level of theory: the ωB97M-V functional and the def2-TZVPD basis.

Element x y z (Å)
O1 -0.32075 -0.59206 -4.14657
O2 -2.51505 1.52591 0.60730
N1 -0.60462 0.40951 0.27642
C1 1.03467 0.08194 1.90062
C2 0.18067 -0.77899 -0.21067
C3 -1.90008 0.67481 -0.02332
C4 0.29026 1.20561 1.11320
C5 1.08715 -1.15134 1.00377
H1 0.11523 -0.31257 -3.36029
H2 2.09301 -1.22257 0.57644
H3 0.36443 0.00016 2.75188
H4 2.03175 0.45424 2.15810
H5 0.89748 1.85461 0.47845
H6 0.79975 -2.05210 1.53203
H7 -1.12924 -0.09567 -4.21818
H8 -0.29188 1.81888 1.79105
H9 -2.36038 0.01328 -0.76566
H10 0.75163 -0.27508 -0.98718
H11 -0.52401 -1.55855 -0.47738

charge = 0
orbital gap = 9.851 eV
SMILES = O=CN1CCCC1.O



Most stable structure - entry P; separation to the second - 5.9 kJ/mol.